No. 1
Below is 2 unconnected molecules or ions with the total composition C19H14Cl2N4O2 at a distorted geometry, with properties calculated with ωB97M-V with the def2-TZVPD basis set.

```
41
C19H14Cl2N4O2 | the Open Molecules 2025 dataset | ωB97M-V with the def2-TZVPD basis set
N 3.03 2.13 -2.68
C 2.67 1.15 -2.15
C 2.21 -0.05 -1.52
C 1.20 -0.79 -2.07
C 0.75 -0.61 -3.40
N 0.38 -0.53 -4.51
C 0.57 -1.94 -1.39
O -0.47 -2.43 -1.82
C 1.27 -2.40 -0.16
Cl 0.64 -3.81 0.56
C 2.31 -1.70 0.39
Cl 3.00 -2.17 1.86
C 2.87 -0.47 -0.25
O 3.82 0.15 0.22
C -1.67 0.80 -0.99
N -0.68 0.97 -1.86
C -0.80 1.87 -2.82
C -1.92 2.69 -2.96
C -2.94 2.58 -1.99
C -2.81 1.61 -0.97
C -3.86 1.49 0.08
C -5.16 2.25 -0.23
C -4.89 3.57 -0.92
N -4.05 3.40 -2.07
C -4.02 4.58 -2.90
C -3.40 4.30 -4.25
C -2.02 3.63 -4.10
H -1.54 -0.03 -0.29
H 0.01 1.93 -3.56
H -3.45 1.88 1.03
H -4.09 0.42 0.26
H -5.71 2.45 0.70
H -5.80 1.62 -0.86
H -4.42 4.28 -0.20
H -5.83 4.02 -1.27
H -3.45 5.38 -2.39
H -5.06 4.92 -3.02
H -3.27 5.25 -4.78
H -4.04 3.66 -4.86
H -1.76 3.10 -5.03
H -1.26 4.42 -3.97
```

Values from the calculation:
Kohn-Sham gap, eV: 5.530

The Löwdin scheme yields these atomic charges, measured in e: 0.205 -0.138 -0.087 -0.107 -0.178 0.230 -0.355 0.124 -0.598 0.771 -0.595 0.779 -0.337 0.112 -0.074 0.039 -0.094 -0.124 -0.103 -0.123 -0.145 -0.164 -0.180 -0.092 -0.176 -0.163 -0.144 0.121 0.111 0.124 0.121 0.112 0.120 0.138 0.123 0.138 0.123 0.112 0.120 0.126 0.128

=====

No. 2
Below is a molecular structure, C3H8F9KO13S3 at a distorted geometry, with properties calculated with ωB97M-V with the def2-TZVPD basis set.

```
37
C3H8F9KO13S3 | the Open Molecules 2025 dataset | ωB97M-V with the def2-TZVPD basis set
K -16.37 -0.70 -13.83
C -19.65 -3.30 -15.79
F -20.38 -2.50 -14.97
F -20.43 -4.15 -16.50
F -18.84 -2.55 -16.65
S -18.59 -4.28 -14.52
O -17.61 -5.09 -15.29
O -17.82 -3.21 -13.85
O -19.56 -5.11 -13.77
C -13.45 -0.84 -9.40
F -12.51 -1.06 -10.28
F -14.10 -2.01 -9.07
F -13.02 -0.32 -8.27
S -14.68 0.48 -10.08
O -15.33 -0.08 -11.31
O -15.65 0.71 -9.02
O -13.90 1.65 -10.31
C -12.23 -0.59 -14.30
F -13.47 -0.32 -13.87
F -11.88 -1.80 -13.82
F -12.21 -0.53 -15.65
S -11.09 0.82 -13.71
O -10.80 0.68 -12.31
O -9.88 0.57 -14.51
O -11.88 2.04 -14.06
O -16.09 2.23 -13.33
H -15.61 3.05 -13.46
H -16.38 2.27 -12.42
O -17.69 0.95 -15.93
H -18.48 1.40 -15.61
H -17.53 1.34 -16.79
O -15.66 -2.44 -15.95
H -16.29 -2.98 -15.47
H -15.97 -2.45 -16.86
O -15.17 -3.15 -13.08
H -14.90 -3.18 -12.16
H -15.06 -4.05 -13.39
```

Values from the calculation:
Spin multiplicity: 2
Kohn-Sham gap (alpha / beta), eV: 8.234 / 3.345
Charge: -1

The Löwdin scheme yields these atomic charges, measured in e: 0.849 -0.555 0.082 0.111 0.066 0.542 -0.372 -0.407 -0.335 -0.652 0.142 0.084 0.138 0.484 -0.444 -0.338 -0.332 -0.591 0.106 0.151 0.134 0.605 -0.112 -0.157 -0.149 -0.075 0.042 0.036 -0.067 0.042 0.041 -0.093 -0.032 0.042 -0.085 0.046 0.052

=====

No. 3
Below is a molecular structure, C37H30NO5PS5Ta, with properties calculated with ωB97M-V with the def2-TZVPD basis set.

```
80
C37H30NO5PS5Ta | the Open Molecules 2025 dataset | ωB97M-V with the def2-TZVPD basis set
Ta 0.82 -0.80 0.53
S -1.12 -2.22 1.04
C -2.29 -2.36 -0.25
C -3.48 -3.04 0.01
C -4.45 -3.15 -0.98
C -4.25 -2.59 -2.23
C -3.07 -1.91 -2.50
C -2.10 -1.82 -1.51
S -0.60 -0.93 -1.84
C 0.35 -2.18 -2.69
C 0.88 -3.22 -1.76
C 0.86 -4.55 -2.14
C 1.52 -5.48 -1.35
C 2.24 -5.04 -0.27
C 2.22 -3.69 0.06
C 3.09 -3.17 1.18
S 3.41 -1.41 0.94
C 4.14 -1.40 -0.67
C 5.28 -2.14 -0.95
C 5.85 -2.07 -2.21
C 5.30 -1.23 -3.16
C 4.17 -0.48 -2.88
C 3.57 -0.55 -1.63
S 2.15 0.44 -1.25
N 1.48 -2.80 -0.63
H -3.64 -3.47 0.99
H -5.37 -3.68 -0.76
H -5.01 -2.67 -3.00
H -2.91 -1.45 -3.46
H 1.18 -1.64 -3.14
H -0.26 -2.62 -3.47
H 0.35 -4.84 -3.04
H 1.50 -6.53 -1.61
H 2.83 -5.73 0.32
H 4.02 -3.74 1.20
H 2.61 -3.27 2.15
H 5.72 -2.77 -0.19
H 6.74 -2.65 -2.43
H 5.75 -1.16 -4.14
H 3.74 0.18 -3.63
O -0.24 -0.05 3.62
S 1.09 -0.38 3.23
O 2.11 -0.47 4.21
O 1.53 0.50 2.02
O 1.00 -1.71 2.38
O -0.35 0.83 0.35
P -0.97 2.17 0.84
C 0.19 3.14 1.78
C 1.11 3.93 1.08
C 2.10 4.59 1.77
C 2.18 4.48 3.15
C 1.27 3.70 3.85
C 0.27 3.02 3.17
C -2.44 1.84 1.79
C -3.17 0.70 1.48
C -4.36 0.43 2.13
C -4.83 1.32 3.08
C -4.13 2.48 3.38
C -2.93 2.75 2.73
C -1.44 3.06 -0.64
C -0.80 2.78 -1.85
C -1.14 3.51 -2.98
C -2.10 4.50 -2.91
C -2.74 4.78 -1.70
C -2.41 4.05 -0.57
H 1.04 4.02 0.01
H 2.82 5.20 1.23
H 2.96 5.00 3.69
H 1.34 3.60 4.92
H -0.40 2.38 3.71
H -2.79 0.01 0.73
H -4.91 -0.46 1.90
H -5.76 1.12 3.60
H -4.50 3.18 4.11
H -2.38 3.66 2.96
H -0.05 2.00 -1.91
H -0.65 3.30 -3.92
H -2.37 5.07 -3.79
H -3.49 5.55 -1.65
H -2.91 4.26 0.37
```

Values from the calculation:
Kohn-Sham gap, eV: 7.266
Charge: +1

The Löwdin scheme yields these atomic charges, measured in e: 1.351 0.759 -0.643 -0.100 -0.060 -0.067 -0.083 -0.521 0.928 -0.357 -0.307 0.013 -0.006 0.015 -0.297 -0.328 1.031 -0.516 -0.079 -0.066 -0.064 -0.104 -0.647 0.628 -0.018 0.111 0.114 0.111 0.114 0.084 0.100 0.128 0.125 0.131 0.097 0.093 0.114 0.111 0.112 0.108 -0.277 0.339 -0.231 -0.507 -0.625 -0.587 0.931 -0.279 -0.056 -0.055 -0.049 -0.043 -0.086 -0.276 -0.060 -0.046 -0.052 -0.054 -0.076 -0.270 -0.083 -0.059 -0.059 -0.058 -0.054 0.111 0.111 0.113 0.118 0.100 0.071 0.110 0.113 0.113 0.112 0.042 0.112 0.112 0.112 0.108

=====

No. 4
Below is a molecular structure, C14H27Cl2N2O2P2Sn at a distorted geometry, with properties calculated with ωB97M-V with the def2-TZVPD basis set.

```
50
C14H27Cl2N2O2P2Sn | the Open Molecules 2025 dataset | ωB97M-V with the def2-TZVPD basis set
C -3.66 -0.35 -4.38
C -3.05 -0.03 -3.14
H -4.66 0.12 -4.38
H -3.67 -1.46 -4.45
H -2.98 0.03 -5.17
O -3.06 0.41 -2.05
Cl -0.56 -1.42 -3.96
Sn -0.40 -0.61 -1.88
P -1.51 -2.19 0.08
C -2.31 -1.84 1.66
C -2.78 -3.18 -0.81
H -3.04 -4.04 -0.19
H -0.80 -4.40 0.91
H -2.40 -3.51 -1.78
H 0.37 -3.71 -0.31
H -3.12 -1.10 1.50
H -3.67 -2.55 -0.97
C -0.28 -3.48 0.56
H -2.74 -2.74 2.10
H 0.35 -3.08 1.37
H -1.59 -1.41 2.36
P 0.69 1.93 -1.82
C 0.47 3.31 -0.69
C 2.52 1.76 -1.92
H 0.22 1.81 -4.22
H 1.07 3.34 -3.77
H -0.69 3.14 -3.41
C 0.28 2.63 -3.48
H 2.76 0.80 -2.42
H 2.96 2.61 -2.47
H 1.06 4.20 -0.99
H 0.78 3.01 0.32
H 2.92 1.71 -0.90
H -0.59 3.59 -0.65
Cl 1.84 -1.75 -1.63
N 2.47 1.34 5.86
C 3.07 0.73 4.79
O 4.23 0.37 4.79
C 2.21 0.55 3.54
C 0.89 1.00 3.35
C 0.26 0.74 2.11
N 0.83 0.10 1.10
C 2.07 -0.32 1.29
C 2.81 -0.12 2.46
H 3.04 1.36 6.70
H 1.49 1.46 5.96
H 0.35 1.54 4.11
H -0.79 1.07 1.94
H 2.53 -0.86 0.44
H 3.82 -0.49 2.51
```

Values from the calculation:
Kohn-Sham gap, eV: 3.876
Charge: +3

The Löwdin scheme yields these atomic charges, measured in e: 0.060 -0.128 0.177 0.158 0.149 0.233 0.250 0.476 0.784 -0.207 -0.234 0.082 0.095 0.057 0.030 0.071 0.056 -0.215 0.095 0.068 0.054 0.790 -0.212 -0.208 0.047 0.081 0.061 -0.228 0.033 0.092 0.103 0.055 0.065 0.072 0.111 0.192 -0.468 0.103 -0.072 0.024 -0.186 -0.025 -0.190 0.046 0.133 0.087 0.113 0.115 0.025 0.132